C47H48Br2FN3O5PbSi | wB97M-V/def2-TZVPD

Each line ends with the Löwdin charge.
CARTESIAN COORDINATES (ANGSTROEM)
Pb 15.981 8.505 10.267  1.04
O 23.613 5.119 13.794  0.11
C 22.398 5.041 13.270  -0.50
O 21.876 3.982 13.030  0.12
C 21.797 6.407 13.139  -0.17
C 22.478 7.618 13.072  -0.03
C 21.781 8.821 12.871  -0.01
C 20.428 8.849 12.589  -0.28
C 19.795 7.638 12.672  0.00
C 20.447 6.411 12.916  0.03
N 19.768 10.029 12.177  0.14
C 18.626 10.206 12.715  -0.07
C 17.603 11.272 12.304  -0.32
C 16.413 11.310 12.993  -0.09
C 15.441 12.109 12.581  -0.09
C 15.706 13.027 11.565  -0.01
C 16.964 12.916 10.901  -0.10
N 17.917 12.051 11.310  0.13
H 23.687 5.986 14.201  0.09
H 23.567 7.569 13.028  0.11
H 22.319 9.763 12.848  0.11
H 18.775 7.551 12.455  0.07
H 19.892 5.466 12.984  0.13
H 18.294 9.470 13.516  0.12
H 16.192 10.525 13.787  0.12
H 14.527 12.181 13.189  0.12
H 15.045 13.807 11.210  0.10
H 17.265 13.672 10.161  0.10
C 8.523 12.010 5.312  -0.07
C 10.009 11.630 5.487  -0.56
C 10.778 12.011 4.224  -0.08
C 10.063 10.123 5.574  -0.08
C 10.613 12.357 6.747  -0.18
C 11.629 13.322 6.683  -0.13
C 12.044 14.010 7.811  -0.55
Br 13.496 15.295 7.425  0.58
C 11.637 13.725 9.108  -0.47
O 12.150 14.229 10.161  -0.13
C 10.553 12.718 9.111  -0.10
C 10.079 12.070 7.980  -0.03
C 9.889 12.452 10.419  -0.52
C 8.693 11.504 10.313  -0.10
C 9.284 13.763 11.003  -0.05
C 10.927 11.808 11.405  -0.04
H 8.017 11.429 4.494  0.08
H 8.366 13.056 5.051  0.07
H 8.058 11.874 6.317  0.08
H 10.227 11.685 3.351  0.07
H 11.730 11.465 4.154  0.09
H 10.954 13.088 4.118  0.07
H 9.621 9.654 4.664  0.09
H 9.521 9.734 6.469  0.09
H 11.116 9.833 5.590  0.07
H 12.028 13.700 5.713  0.08
H 9.334 11.371 8.156  0.07
H 7.917 12.022 9.723  0.08
H 8.150 11.314 11.262  0.09
H 8.812 10.523 9.960  0.06
H 8.318 14.074 10.513  0.09
H 9.990 14.576 10.922  0.06
H 9.079 13.626 12.057  0.06
H 11.315 10.939 10.923  0.07
H 10.465 11.531 12.366  0.07
H 11.709 12.570 11.528  0.07
Br 17.013 8.886 16.631  0.63
C 15.859 8.218 15.218  -0.77
C 14.499 8.472 15.277  -0.12
C 13.773 7.859 14.289  -0.09
C 14.384 7.034 13.373  -0.03
C 15.788 6.802 13.421  -0.18
N 16.441 7.443 14.382  0.09
C 16.544 5.931 12.403  -0.68
O 16.977 4.875 12.819  0.05
O 16.675 6.444 11.257  -0.23
H 14.000 9.146 15.989  0.11
H 12.694 7.926 14.109  0.12
H 13.857 6.684 12.421  0.14
C 17.005 7.757 6.630  -0.24
Si 17.838 7.877 8.281  0.44
C 18.987 6.490 8.769  -0.24
C 18.782 9.501 8.165  -0.32
C 17.985 10.605 7.798  -0.13
C 18.468 11.944 7.874  -0.09
C 19.775 12.258 8.353  -0.11
C 20.540 11.178 8.729  -0.12
C 20.030 9.876 8.651  -0.12
H 17.759 7.847 5.852  0.02
H 16.344 8.635 6.638  0.01
H 16.367 6.858 6.573  0.03
H 19.963 6.520 8.201  0.03
H 18.536 5.450 8.527  0.06
H 19.149 6.568 9.824  -0.02
H 16.999 10.496 7.434  0.07
H 17.817 12.773 7.651  0.08
H 20.075 13.284 8.472  0.09
H 21.494 11.355 9.251  0.10
H 20.637 9.150 9.136  0.08
F 11.145 6.270 6.751  -0.01
C 12.294 6.675 7.420  -0.30
C 13.117 5.710 7.897  -0.05
C 14.125 6.139 8.766  -0.15
C 14.344 7.509 8.966  -0.40
C 13.464 8.494 8.365  -0.13
C 12.437 8.019 7.550  -0.04
H 12.936 4.628 7.692  0.12
H 14.806 5.407 9.277  0.11
H 13.599 9.604 8.476  0.10
H 11.722 8.752 7.177  0.09

E_HOMO = -2.3 eV
E_LUMO = 0.130 hartree
ΔE to the lowest compared entry with this formula, charge and spin = 2.868 eV
Kohn-Sham gap = 5.795 eV
Net charge = -2